Record 1
DFT (ωB97M-V/def2-TZVPD) results for a cluster of 12 separate species, C48H132N12O12 in total in a non-equilibrium geometry.

Calculated values
* E_LUMO: 0.03 eV
* structure (SMILES): COC[C@H](C)N.COC[C@H](C)N.COC[C@H](C)N.COC[C@H](C)N.COC[C@H](C)N.COC[C@H](C)N.COC[C@H](C)N.COC[C@H](C)N.COC[C@H](C)N.COC[C@H](C)N.COC[C@H](C)N.COC[C@H](C)N
* frontier orbital gap: 9.08 eV

Geometry as ORCA input:
```
! RIJCOSX wB97M-V def2-TZVPD def2/J DEFGRID3
* xyz 0 1
O 9.8693 3.1274 1.7939
O 1.5806 -3.3402 5.5364
O -3.6818 0.5315 8.6552
O 2.9570 -10.0776 0.8144
O -7.7768 5.5089 -1.0827
O 0.3281 1.7381 0.0250
O 7.1611 -0.2991 -4.8026
O -2.1398 -6.3627 -6.2858
O -6.0649 0.0408 -6.7008
O 0.6232 9.5221 -6.0938
O 1.6844 7.0721 6.4160
O -6.1707 -5.4807 2.3943
N -8.9515 -3.7574 4.1493
N 1.6720 -7.4969 -1.6631
N 5.2308 6.7112 7.5822
N -4.0457 2.9178 -7.8223
N 4.9545 -3.7489 6.8663
N 8.6399 5.2377 3.2938
N 5.7659 -3.7860 -5.1225
N -0.3873 -7.1937 -9.4268
N -0.3966 6.1467 -4.8104
N -7.0700 -0.9362 8.9764
N 0.0785 -2.0404 -0.0215
N -4.0889 5.6012 -0.5216
C 1.7436 -8.7479 -0.9362
C -5.2433 -6.5344 2.5608
C 9.2693 1.8483 1.8196
C 0.1393 0.3939 0.4005
C 0.4879 -0.7679 -0.5122
C -6.4512 -0.4553 -5.4252
C 6.0031 -2.4981 -3.1935
C -7.9889 -4.0380 3.0818
C 2.6475 -3.8680 6.2620
C 0.5377 7.1341 -5.3240
C -4.9545 0.1785 8.2293
C -2.1245 -6.5341 -7.7150
C 0.3157 -3.7955 6.0698
C 4.5035 -3.2418 4.5392
C -5.4347 5.0172 -0.4839
C 1.5422 6.3916 5.1647
C 3.3247 5.7486 8.6733
C -0.0782 10.7953 -6.2258
C 7.3597 6.0390 1.3971
C -8.6057 6.3879 -1.9256
C -7.3217 -2.7125 2.7147
C 3.9894 -10.1365 1.8735
C 3.9327 -3.1755 5.9701
C 1.1649 6.4832 -6.5629
C 9.1303 4.1966 1.1875
C -5.4892 1.3778 -6.5824
C -5.0165 -1.5725 10.0387
C -2.9027 1.2254 7.7164
C 1.9322 -9.8040 -2.0085
C 1.7484 1.9846 -0.3605
C -0.7077 -6.4853 -8.2089
C -3.3947 0.7203 -7.9640
C 3.0369 7.3580 6.7246
C 6.8813 -1.5378 -5.4787
C -0.0516 -0.6088 -1.9646
C -5.7864 -0.4317 9.4301
C -5.7029 4.8182 0.9978
C 5.7706 -2.3588 -4.7001
C -4.6252 1.6261 -7.8771
C 3.9008 6.1923 7.3115
C -6.4243 5.9571 -1.0924
C -0.1731 -5.0229 -8.2836
C 8.1802 0.6456 -5.3385
C -0.2021 8.4482 -5.6453
C 2.9002 -8.8046 0.0816
C 8.0207 4.8353 2.0774
C -7.0291 -5.1768 3.4802
C -3.5044 -6.4227 -5.7710
H -5.2605 1.5690 -8.7610
H -4.7422 -0.6322 7.5323
H -1.1343 -0.4870 -1.9337
H -4.0566 -1.3117 10.4844
H 7.9685 1.6582 -4.9951
H -5.4212 4.1151 -1.0955
H -4.0217 -7.3657 -5.9476
H 1.6504 5.5562 -6.2577
H -8.2885 6.4374 -2.9673
H -3.8029 -0.2903 -7.9756
H 5.7008 5.9446 8.0421
H -0.9714 8.0748 -6.3211
H -4.5126 -6.5508 1.7522
H -7.9850 -2.0691 2.1367
H -8.6001 -4.3519 2.2356
H 7.9086 6.9739 1.2837
H -9.3521 -2.8408 4.0100
H -9.6374 6.0503 -1.8275
H 6.5660 -1.4136 -6.5147
H -1.0969 6.0570 -5.5326
H -0.1330 -6.9976 -7.4374
H -6.2700 2.1355 -6.5161
H 1.8870 -10.8190 -1.6137
H 9.1862 4.4200 3.5244
H 8.9073 1.4990 0.8526
H -5.6067 -2.0792 10.8022
H -2.7870 0.8400 -7.0670
H -4.5611 -6.2936 3.3761
H 0.9275 -7.5016 -2.3456
H -7.0186 -2.1904 3.6222
H 3.5719 7.8231 5.8966
H -8.5592 7.4221 -1.5846
H 0.7734 -8.8755 -0.4562
H -5.7125 -7.5077 2.7043
H 0.1557 5.3085 -4.6985
H 0.3463 -2.1031 0.9503
H 2.1560 6.7327 4.3310
H 5.1151 7.4315 8.2807
H 7.7730 -2.1572 -5.5754
H -2.8063 -5.9177 -8.3010
H 0.4364 6.3133 -7.3557
H 3.8720 -2.7146 3.8241
H 2.7418 -4.9281 6.0265
H 1.9478 7.1689 -6.8871
H -3.3601 5.0373 -0.1081
H -7.1936 0.1815 -4.9441
H 0.2137 -1.4762 -2.5690
H -0.4868 -3.5944 5.3602
H -5.7318 5.7409 1.5775
H -3.0276 0.7797 6.7295
H 0.5307 0.2130 -2.3813
H -4.7272 -2.2881 9.2691
H -0.4933 11.0697 -5.2560
H 6.4057 6.1291 1.9167
H 1.2835 -9.7388 -2.8820
H 2.1031 1.4335 -1.2314
H 3.3743 6.5442 9.4168
H 5.2213 -3.0913 -2.7191
H -4.6722 3.7096 -7.8487
H -8.4329 -3.6672 5.0113
H 2.6916 -8.0694 0.8587
H 2.2891 5.4546 8.5023
H 0.4684 6.4088 4.9781
H 3.8384 4.8813 9.0879
H -1.8348 1.2025 7.9334
H -2.7710 0.9150 -8.8364
H 0.5828 -7.3999 -9.2360
H 9.8885 4.9106 0.8659
H 1.5734 -0.7901 -0.6093
H 1.9127 5.3746 5.2936
H 8.6702 3.7280 0.3176
H -4.9972 4.0915 1.4003
H -0.0883 -4.6440 -7.2651
H -4.8810 1.4660 -5.6822
H 5.8408 -1.4857 -2.8235
H 4.6373 -10.9963 1.7029
H -3.2996 2.2246 7.5369
H -3.7264 5.6588 -1.4625
H 4.7033 -4.2087 4.0773
H 5.8600 -3.8525 6.4311
H 1.3359 7.4068 -4.6337
H -6.3197 6.9672 -0.6962
H 2.4251 -3.7316 7.3203
H -5.4985 1.0074 7.7764
H 8.3665 1.8881 2.4290
H 6.9972 -2.8789 -2.9590
H -6.9185 -1.4177 -5.6338
H -0.9417 10.7154 -6.8861
H 1.7135 3.0421 -0.6225
H 4.8138 -1.8381 -4.7412
H -6.0650 6.0910 -2.1127
H 0.6334 11.4608 -6.7145
H -7.3908 -0.0722 8.5633
H -0.7045 8.7623 -4.7304
H 0.2865 -4.8603 6.3014
H 1.3597 -6.7388 -1.0734
H 3.8230 -8.5623 -0.4455
H -7.7463 -1.1339 9.7001
H 2.4341 1.6890 0.4336
H -7.6328 -5.9855 3.8921
H -0.9224 -2.1512 0.0557
H 4.9538 -4.1478 -4.6432
H 9.2213 0.3634 -5.1812
H 6.5024 -4.3154 -4.6782
H 3.8577 5.3901 6.5748
H 5.4502 -2.7101 4.4434
H -6.3858 -4.7298 4.2381
H 3.5914 -10.3135 2.8727
H 5.0992 -3.1725 7.6829
H -5.5940 -0.6511 -4.7810
H -3.5755 -6.2119 -4.7040
H -0.9439 0.3379 0.5086
H -4.1521 -5.6675 -6.2163
H -6.0426 0.3636 10.1300
H -6.4342 -2.8423 2.0954
H -0.7529 -8.1224 -9.2724
H 4.5676 -9.2127 1.8945
H -2.4501 -7.5544 -7.9179
H 7.9370 5.4037 3.9998
H 0.5091 0.2321 1.4129
H 3.0664 8.2220 7.3884
H -6.6957 4.3925 1.1430
H -3.4220 3.1430 -8.5841
H 7.1525 5.7052 0.3803
H 7.2784 4.0532 2.2365
H 2.9473 -9.6680 -2.3816
H 7.9112 0.7430 -6.3902
H 0.0095 -3.2822 6.9813
H 3.7365 -2.1048 6.0268
H -0.8229 -4.3415 -8.8329
H 9.9205 1.2165 2.4237
H 0.8709 -4.8690 -8.5567
*
```


Record 2
DFT (ωB97M-V/def2-TZVPD) results for the molecule C8H10ClN3O3 in a non-equilibrium geometry.

Calculated values
* E_LUMO: -0.06 eV
* frontier orbital gap: 8.68 eV

Geometry as ORCA input:
```
! RIJCOSX wB97M-V def2-TZVPD def2/J DEFGRID3
* xyz 0 1
Cl 2.7523 0.5263 2.7195
O -0.6156 -1.7822 -1.3751
O 0.8236 -3.2219 -0.6570
O -0.3418 1.0389 -1.0762
N 0.5454 -2.1244 -1.1349
N 1.2320 0.6464 0.6539
N 1.4652 -1.2413 -1.4072
C -2.3767 1.2538 1.2652
C -2.2806 0.1038 0.2488
C 2.3341 -0.0274 1.1250
C 0.5128 0.6435 -0.3010
C 2.7699 -1.5184 -0.8860
C -1.7745 1.0831 -0.8098
C -2.1259 2.2518 0.1209
C 3.0511 -0.9410 0.4727
H -3.0170 2.7853 -0.2028
H -1.3199 2.9679 0.2742
H -3.2471 -0.3086 -0.0299
H 3.9372 -1.3244 0.9553
H -3.3373 1.3531 1.7640
H 2.9210 -2.6065 -0.8124
H -1.6140 -0.7239 0.4696
H -1.5894 1.2462 2.0156
H 3.5116 -1.1213 -1.5878
H -2.2166 1.0412 -1.8047
*
```


Record 3
DFT (ωB97M-V/def2-TZVPD) results for a cluster of 2 separate species, C3H9N4 in total in a non-equilibrium geometry.

Calculated values
* E_LUMO (spin up / spin down): -4.38 / -4.38 eV
* frontier orbital gap (spin up / spin down): 8.15 / 8.15 eV

Geometry as ORCA input:
```
! RIJCOSX wB97M-V def2-TZVPD def2/J DEFGRID3
* xyz 1 1
N 0.0923 1.2542 -0.1550
N -0.3614 -0.9460 1.4508
N 0.1265 -0.3969 -1.2521
N -0.4394 -0.2595 -2.3323
C -0.9237 -1.5856 0.5081
C 0.3969 -0.0142 1.8562
C 1.0874 0.8698 0.8384
H -0.3087 -2.4081 0.0437
H -2.0249 -1.7606 0.5821
H 1.7713 0.1517 0.3241
H -0.2085 0.4233 -3.0650
H 0.8160 -0.1919 2.7977
H 1.5770 1.8459 1.3402
H 0.5799 1.8617 -0.8681
H -0.7234 1.6829 0.3838
H -1.4571 -0.5265 -2.4527
*
```


Record 4
DFT (ωB97M-V/def2-TZVPD) results for a structure of composition C22H21O3PSe2Sr.

Calculated values
* E_LUMO: 0.28 eV
* frontier orbital gap: 8.08 eV

Geometry as ORCA input:
```
! RIJCOSX wB97M-V def2-TZVPD def2/J DEFGRID3
* xyz 0 1
Sr -0.6386 -1.4343 0.6693
Se 0.5123 0.8545 2.6011
Se -2.0850 -1.4726 3.5776
P -0.0379 -0.8484 3.8146
O 2.7788 -0.0201 -0.9128
O -1.0021 -3.3624 -2.7043
O 0.2977 -2.6171 -1.1393
C 0.5025 -3.5228 3.0690
C -0.8825 -2.7248 -1.5297
C -1.6516 1.2013 -1.3252
C 2.3376 -1.9865 2.8279
C 0.3857 -1.4337 7.8129
C 1.2774 -4.5358 2.5135
C 3.1130 -3.0031 2.2927
C 1.6743 -0.0128 -0.7124
C 1.8036 0.4208 7.2316
C -2.7792 1.8436 1.1639
C -1.2801 2.3589 -0.6461
C 1.0188 -2.2361 3.2106
C -3.1637 0.6877 0.5002
C 1.3854 0.3348 5.9108
C 1.3078 -0.4614 8.1793
C -2.6042 0.3687 -0.7344
C -2.3404 -3.4453 -3.1990
C 0.4693 -0.6420 5.5435
C 2.5816 -4.2764 2.1204
C -1.0783 0.8741 -2.6781
C -0.0368 -1.5231 6.4969
C -1.8408 2.6810 0.5812
H 1.7589 1.0246 5.1646
H -0.8354 -0.1864 -2.7672
H 1.6338 -0.3889 9.2090
H -2.6315 -2.4985 -3.6546
H -2.3220 -4.2247 -3.9572
H -0.5148 -3.7295 3.3783
H -0.0088 -2.1166 8.5539
H -3.8998 0.0297 0.9460
H -1.7980 1.1128 -3.4640
H -0.5396 3.0161 -1.0875
H 0.8531 -5.5235 2.3896
H 3.1817 -5.0585 1.6749
H -0.7691 -2.2667 6.2054
H -3.0244 -3.7108 -2.3956
H -0.1748 1.4527 -2.8685
H -1.5225 3.5766 1.0982
H 4.1312 -2.7944 1.9910
H -3.1894 2.0727 2.1377
H 2.7410 -0.9864 2.9241
H -2.9165 -0.5294 -1.2580
H 2.5152 1.1839 7.5193
*
```


Record 5
DFT (ωB97M-V/def2-TZVPD) results for a structure of composition C13H26GdIO6.

Calculated values
* E_LUMO (spin up / spin down): -7.28 / -5.45 eV
* frontier orbital gap (spin up / spin down): 7.56 / 9.50 eV

Geometry as ORCA input:
```
! RIJCOSX wB97M-V def2-TZVPD def2/J DEFGRID3
* xyz 2 8
Gd -0.7348 0.2946 -0.2783
I -2.3535 2.8891 0.2690
O -2.0456 -0.3119 1.7782
O 0.9804 -1.1137 -1.3778
O 0.5633 0.5406 1.8637
O -0.6683 -2.0776 0.4254
O 1.1071 1.9226 -0.3239
O -0.0041 0.9776 -2.6030
C -2.6121 -1.6249 1.6972
C -1.5470 -2.6509 1.4152
C 1.4347 -2.2652 -0.6391
C -1.4996 0.1331 3.0318
C 0.6460 2.2616 -2.6191
C 0.2244 -3.0258 -0.1981
C 1.7048 2.3392 -1.5595
C 1.9259 2.1671 0.8314
C 1.1218 1.8526 2.0536
C -0.0122 -0.0661 3.0410
C 0.5284 -0.0608 -3.4380
C -2.8508 1.1533 -0.9518
C 1.5359 -0.8909 -2.6880
H -0.9510 -2.9149 2.2893
H 2.0200 -1.9132 0.2092
H 0.4304 0.3724 3.9367
H -2.9801 1.5633 -1.9502
H -2.0009 -3.5593 1.0147
H -3.1498 -1.8610 2.6160
H 0.2665 -1.1165 3.0037
H 1.6732 -1.8481 -3.1932
H 1.0764 2.4554 -3.6018
H -1.9713 -0.4052 3.8559
H -0.1373 2.9928 -2.4295
H -3.3344 -1.5800 0.8845
H -1.7626 1.1866 3.1093
H 0.5073 -3.7937 0.5245
H 0.3143 2.5691 2.2087
H 2.0640 -2.8947 -1.2674
H 2.5671 1.7022 -1.7674
H -0.3002 -3.4974 -1.0293
H 2.0529 3.3706 -1.4671
H 2.2254 3.2170 0.8473
H 2.8170 1.5394 0.7674
H 1.7824 1.8497 2.9214
H -3.8057 0.8218 -0.5537
H 2.5069 -0.4087 -2.5834
H -0.3241 -0.6661 -3.7399
H 0.9689 0.3749 -4.3357
*
```


Record 6
DFT (ωB97M-V/def2-TZVPD) results for a cluster of 11 separate species, C11H44N22O11 in total in a non-equilibrium geometry.

Calculated values
* E_LUMO: 0.06 eV
* structure (SMILES): NC(N)=O.NC(N)=O.NC(N)=O.NC(N)=O.NC(N)=O.NC(N)=O.NC(N)=O.NC(N)=O.NC(N)=O.NC(N)=O.NC(N)=O
* frontier orbital gap: 9.08 eV

Geometry as ORCA input:
```
! RIJCOSX wB97M-V def2-TZVPD def2/J DEFGRID3
* xyz 0 1
O -12.5461 -17.8933 -5.3448
O -17.9138 -17.4176 -2.5305
O -15.8974 -19.3327 1.2870
O -18.3592 -22.9571 -5.0514
O -12.5596 -13.8745 -5.3334
O -14.8361 -15.9462 -2.9147
O -11.3232 -19.5699 -0.9241
O -20.3042 -19.6751 -3.1023
O -16.4112 -23.7825 -9.4837
O -18.3160 -16.0480 -8.1768
O -15.6452 -20.2264 -5.7662
N -12.9548 -14.7228 -2.5850
N -15.9151 -24.3901 -7.3464
N -13.7913 -15.4681 -6.3595
N -17.2199 -16.6296 -6.2474
N -13.2610 -13.5415 -7.4846
N -13.3360 -18.8340 -1.7042
N -15.2732 -18.5032 -4.2593
N -18.3770 -15.1876 -2.5695
N -20.0111 -21.8513 -6.1705
N -20.0748 -16.7532 -2.4919
N -19.4403 -24.0151 -6.7453
N -22.3407 -20.5844 -3.4717
N -15.9015 -17.5646 -0.1393
N -17.1970 -18.0104 -8.0897
N -21.1742 -21.1093 -1.5523
N -17.4565 -19.2342 -0.3619
N -15.7674 -22.1794 -8.0451
N -13.1074 -19.5790 0.4533
N -14.4391 -15.1341 -0.8498
N -10.4012 -18.5553 -5.4114
N -17.2947 -19.4584 -4.3929
N -11.1812 -17.5170 -3.5290
C -14.0820 -15.3367 -2.1481
C -17.6929 -16.8657 -7.5129
C -16.0667 -23.4714 -8.3449
C -12.5230 -19.3404 -0.7421
C -16.0095 -19.4910 -4.8600
C -18.7402 -16.5032 -2.5083
C -11.4583 -17.9711 -4.7849
C -19.1896 -22.9357 -5.9401
C -16.3904 -18.7646 0.3114
C -13.1523 -14.2775 -6.3313
C -21.2185 -20.3858 -2.7039
H -14.1030 -19.6044 0.6672
H -17.9045 -20.0810 -4.8973
H -22.2959 -20.1350 -4.3666
H -19.7661 -21.0074 -5.6833
H -21.9458 -21.6860 -1.2754
H -10.5740 -18.9362 -6.3221
H -17.2918 -18.1500 -9.0778
H -16.6305 -17.3590 -5.8892
H -17.8250 -16.0207 -5.7269
H -14.3570 -18.2951 -4.6203
H -15.2014 -17.1034 0.4084
H -17.6647 -19.0703 -3.5453
H -15.8417 -17.8816 -3.7099
H -11.7367 -16.8285 -3.0540
H -15.7017 -21.7498 -7.1341
H -10.3131 -17.7883 -3.1023
H -12.5212 -19.9626 1.1724
H -12.3063 -14.3668 -1.9065
H -13.8510 -16.1198 -5.5965
H -23.1124 -21.1225 -3.1294
H -20.3028 -17.7208 -2.6923
H -15.3493 -15.4398 -0.5632
H -17.8257 -18.7389 -1.1672
H -13.8179 -13.8921 -8.2406
H -18.7443 -24.7288 -6.6268
H -14.3226 -15.6888 -7.1840
H -12.9421 -18.6755 -2.6112
H -15.8172 -21.5908 -8.8568
H -12.8446 -12.6334 -7.5406
H -16.7227 -18.7390 -7.5774
H -20.4059 -21.7589 -7.0910
H -16.1735 -25.3144 -7.6379
H -17.4035 -14.9486 -2.4866
H -16.2216 -17.2375 -1.0391
H -17.9345 -20.0446 -0.0195
H -13.8603 -14.7476 -0.1269
H -12.7131 -14.7911 -3.5720
H -20.7084 -15.9949 -2.6635
H -19.0674 -14.5029 -2.3169
H -9.4775 -18.5135 -5.0260
H -14.2962 -18.6487 -1.4847
H -20.0061 -23.9392 -7.5692
H -15.8683 -24.0654 -6.3969
H -20.5011 -20.7886 -0.8804
*
```


Record 7
DFT (ωB97M-V/def2-TZVPD) results for a cluster of 3 separate species, CH8N2O3 in total in a non-equilibrium geometry.

Calculated values
* E_LUMO: 0.61 eV
* structure (SMILES): NC(N)=O.O.O
* frontier orbital gap: 10.54 eV

Geometry as ORCA input:
```
! RIJCOSX wB97M-V def2-TZVPD def2/J DEFGRID3
* xyz 0 1
O -0.2587 -1.6332 1.5276
O -4.0805 1.3369 3.1193
O 1.9240 0.0129 -4.0179
N -0.0834 -0.5101 -0.5004
N 1.4968 -0.0446 1.0942
C 0.3655 -0.8944 0.7705
H 2.1413 -0.4728 1.8364
H 2.4826 -0.7079 -4.1924
H -0.0934 0.5268 -0.5272
H 2.0009 0.2915 0.2685
H -0.9016 -1.0098 -0.9085
H -3.4901 0.6251 3.5127
H 1.9772 0.3827 -4.8879
H -3.4807 2.0969 2.9050
*
```


Record 8
DFT (ωB97M-V/def2-TZVPD) results for the molecule C3H6N2O.

Calculated values
* E_LUMO: 0.79 eV
* structure (SMILES): [H]/N=C/N(C)C=O
* frontier orbital gap: 10.47 eV

Geometry as ORCA input:
```
! RIJCOSX wB97M-V def2-TZVPD def2/J DEFGRID3
* xyz 0 1
O -2.1127 -1.2174 -0.2949
N -0.1670 -0.0487 0.0629
N 0.8742 0.8773 -1.8006
C 0.8979 0.6041 -0.5606
C -1.1870 -0.5652 -0.7244
C -0.1738 -0.3014 1.4961
H 0.8009 -0.6674 1.8378
H -0.9287 -1.0660 1.6841
H 1.7284 0.8151 0.1264
H -1.0335 -0.3144 -1.7806
H -0.4466 0.5937 2.0656
H 1.7480 1.2903 -2.1118
*
```


no.,energy (eV)
1,-94355.3484
2,-31585.8740
3,-9205.3081
4,-170117.1202
5,-55108.3245
6,-67438.6120
7,-10289.6158
8,-8235.7309